# 1
Density functional theory data (ωB97M-V with the def2-TZVPD basis set) for a single C23H32O4S molecule at a distorted geometry.

```
60
Properties=species:S:1:pos:R:3:forces:R:3:nbo_charge:R:1
C 2.405350 -1.806002 3.057238 -0.46 -0.01 0.94 -0.626
C 1.006638 -2.162516 2.419576 0.56 -0.31 -0.35 -0.401
C 0.854276 -1.725292 0.901661 -0.01 -1.19 0.62 -0.412
C 1.720280 -2.739977 0.044583 -0.71 -0.16 -0.24 -0.407
C 1.808672 -2.381852 -1.485591 -0.46 0.15 0.43 -0.397
C 2.605989 -1.055474 -1.836334 0.34 -1.08 -0.45 -0.420
C 3.842773 -0.731607 -0.905300 0.04 0.88 -0.14 -0.412
C 3.663812 0.514548 0.041791 1.00 0.55 0.03 -0.396
C 3.203225 1.838464 -0.681031 -1.48 0.22 0.62 -0.407
C 1.680820 2.160833 -0.317199 0.55 -0.24 -0.09 -0.409
C 1.266044 3.603960 -0.765843 0.54 0.29 0.99 -0.399
C -0.236572 3.974184 -0.437110 -0.28 -0.73 -1.40 -0.445
C -1.126978 2.776749 -0.942954 -0.12 0.50 -0.57 0.014
C -1.216443 2.599331 -2.290456 -0.82 -0.87 1.00 -0.283
C -2.023470 1.426696 -2.866074 0.60 0.42 0.69 0.535
O -2.057333 1.230454 -4.062618 -0.22 -0.06 0.69 -0.517
C -2.762821 0.463766 -1.868998 -0.51 -0.58 0.49 -0.099
C -3.519809 -0.627062 -2.491180 -0.04 0.01 2.24 -0.160
C -4.237468 -1.561672 -1.637942 1.31 2.05 0.91 -0.192
C -4.209049 -1.351927 -0.178224 0.80 0.79 -1.31 -0.222
C -3.448319 -0.258230 0.445376 -0.12 -0.57 -2.35 -0.187
S -3.473734 -0.070268 2.263172 0.11 1.33 3.38 2.092
C -4.844672 -1.160589 2.852959 -0.85 0.03 -0.77 -0.863
O -2.254054 -0.522603 2.931238 -0.97 -0.31 -1.64 -0.917
O -3.869212 1.285957 2.667374 -0.18 -1.64 -1.49 -0.916
C -2.685717 0.671193 -0.411170 -1.03 -1.36 -1.24 -0.116
C -1.814294 1.839676 0.103616 0.67 0.59 -0.82 0.517
O -1.581717 2.074838 1.263888 -0.41 -0.68 -0.48 -0.459
H 2.751209 -0.765924 2.814569 -0.27 -1.01 0.03 0.203
H 2.261476 -1.822049 4.179261 0.30 0.00 -1.10 0.213
H 3.210330 -2.563727 2.845230 -0.77 0.88 -0.07 0.204
H 0.936907 -3.292774 2.422231 -0.09 1.11 0.05 0.190
H 0.177723 -1.799936 3.076758 0.67 -0.01 -0.74 0.228
H -0.228729 -1.891587 0.644237 0.93 0.35 0.00 0.202
H 1.101790 -0.650141 0.719296 -0.10 -0.88 0.23 0.203
H 2.718689 -2.942132 0.527197 -0.89 0.46 -0.60 0.200
H 1.169611 -3.727998 0.105687 0.59 0.94 -0.02 0.203
H 2.188331 -3.272996 -2.055200 -0.09 0.88 0.53 0.204
H 0.739805 -2.239179 -1.832127 1.07 -0.18 0.26 0.197
H 3.028645 -1.209734 -2.873695 -0.60 0.26 0.97 0.210
H 1.859800 -0.227998 -1.930854 0.86 -0.44 0.32 0.202
H 4.183215 -1.587369 -0.269789 -0.50 0.50 -0.69 0.214
H 4.714345 -0.488465 -1.583782 -0.85 -0.23 0.73 0.203
H 3.000233 0.331606 0.927837 0.50 -0.04 -0.96 0.202
H 4.686728 0.728103 0.478013 -1.02 -0.35 -0.33 0.207
H 3.225231 1.729901 -1.799083 0.36 0.21 0.97 0.202
H 3.780884 2.745925 -0.342083 -0.21 -1.07 -0.53 0.205
H 1.083700 1.337907 -0.796455 0.19 0.94 0.35 0.196
H 1.502967 2.055055 0.795392 0.29 0.18 -1.08 0.210
H 1.904800 4.319822 -0.163226 -0.55 -0.70 -0.67 0.212
H 1.544887 3.809958 -1.840720 -0.58 -0.41 0.97 0.205
H -0.508079 4.841071 -1.108097 0.17 -0.73 0.94 0.222
H -0.421338 4.249999 0.626567 0.23 -0.48 -0.85 0.248
H -0.694241 3.298039 -2.986409 -0.61 -0.84 0.46 0.235
H -3.533383 -0.734899 -3.604646 0.11 0.25 1.25 0.259
H -4.803641 -2.410916 -2.093860 0.56 0.91 0.65 0.237
H -4.805045 -2.083506 0.417164 0.78 0.89 -0.38 0.236
H -5.674206 -1.055063 2.095888 0.81 -0.30 0.80 0.233
H -4.522739 -2.223529 2.976927 -0.15 0.98 -0.25 0.246
H -5.276123 -0.763043 3.813322 1.02 -0.12 -0.93 0.275
```
Positions in Å, forces in eV/Å.

SMILES: CCCCCCCCCCCCC1=CC(=O)c2cccc(S(C)(=O)=O)c2C1=O
Total charge: 0
Highest occupied orbital energy: -10.1 eV
2S+1: 1
Energy: -43391.71543 eV

=====

# 2
Density functional theory data (ωB97M-V with the def2-TZVPD basis set) for a single C23H32O6 molecule.

```
61
Properties=species:S:1:pos:R:3:forces:R:3:nbo_charge:R:1
C -7.263225 0.094388 1.372118 0.09 0.06 -0.03 -0.713
C -5.923272 0.324652 0.741727 -0.28 0.09 0.09 0.822
O -4.983430 0.865271 1.277167 0.06 0.11 0.12 -0.638
O -5.869869 -0.150461 -0.499627 -0.26 -0.21 -0.10 -0.479
C -4.604602 -0.035205 -1.148241 0.20 0.08 -0.14 -0.204
H -4.690213 -0.641923 -2.051131 0.06 0.06 0.10 0.224
H -4.403069 1.008857 -1.402596 -0.09 -0.24 0.00 0.220
C -3.497015 -0.604291 -0.246877 -0.15 0.35 -0.14 0.613
O -3.609710 -1.705655 0.225324 0.04 -0.11 -0.04 -0.554
C -2.296397 0.305372 0.027902 0.44 -0.36 0.47 0.133
O -2.654319 1.656822 -0.122203 -0.09 0.27 0.01 -0.739
H -3.361617 1.820845 0.521927 0.05 -0.02 -0.13 0.503
C -1.777492 -0.010549 1.442729 -0.12 -0.06 -0.04 -0.415
H -2.604816 -0.264952 2.104586 0.02 0.05 0.04 0.231
H -1.295918 0.883098 1.837637 -0.02 0.04 -0.04 0.212
C -0.791606 -1.166751 1.285671 -0.03 -0.06 0.08 -0.425
H -1.281508 -2.103184 1.547047 0.07 0.00 0.04 0.230
H 0.060037 -1.040521 1.950360 0.08 -0.05 0.09 0.207
C -0.369093 -1.206197 -0.195509 0.10 -0.02 -0.12 -0.216
C -1.120522 -0.076781 -0.931045 -0.18 0.09 -0.17 0.005
C -1.636480 -0.554728 -2.292220 0.10 0.07 0.22 -0.619
H -2.182521 0.241886 -2.792307 -0.07 0.12 -0.17 0.211
H -2.286966 -1.419826 -2.187307 -0.05 -0.14 -0.05 0.210
H -0.798308 -0.843272 -2.923419 0.05 -0.02 -0.10 0.217
C -0.195694 1.122194 -1.184492 0.03 0.07 0.29 -0.442
H -0.816006 2.014771 -1.289849 0.09 0.02 -0.08 0.234
H 0.332317 0.976917 -2.128213 0.06 -0.02 -0.06 0.210
C 0.851105 1.383753 -0.096485 -0.51 -0.20 0.07 0.104
O 1.572377 2.554735 -0.440763 0.10 0.35 -0.09 -0.735
H 0.930770 3.257749 -0.590281 0.01 -0.04 0.02 0.476
C 1.774933 0.153498 0.150638 0.02 0.11 -0.17 -0.169
C 1.137640 -1.103040 -0.460650 -0.19 -0.26 0.37 -0.203
C 1.881948 -2.338493 0.032605 0.07 0.13 -0.37 -0.392
C 3.323709 -2.277828 -0.458407 -0.09 -0.17 0.16 -0.449
C 4.000240 -1.008737 -0.039941 0.24 -0.07 0.09 0.158
C 5.247982 -1.058455 0.443891 -0.10 -0.47 0.05 -0.340
C 6.073747 0.099305 0.777783 0.02 0.50 -0.04 0.553
O 7.203932 -0.011530 1.208130 -0.03 -0.06 0.00 -0.547
C 5.431313 1.435916 0.501320 0.02 0.05 0.19 -0.504
C 3.918322 1.363578 0.646962 0.13 0.13 -0.19 -0.405
H 3.485139 2.336250 0.428396 0.03 -0.09 0.11 0.249
H 3.686445 1.115503 1.686393 -0.07 0.00 0.04 0.199
C 3.269474 0.301072 -0.260251 -0.01 0.32 0.18 -0.100
C 3.430891 0.676146 -1.741334 -0.01 0.05 0.07 -0.626
H 2.886742 -0.013198 -2.381106 -0.03 -0.07 -0.14 0.202
H 3.056524 1.680950 -1.905928 -0.03 0.04 -0.10 0.241
H 4.478769 0.635369 -2.028471 0.09 -0.02 -0.07 0.213
H 5.850118 2.181796 1.179394 0.07 -0.06 -0.06 0.234
H 5.708102 1.731626 -0.513760 0.05 0.02 -0.04 0.225
H 5.736333 -2.014973 0.581051 0.03 -0.10 -0.02 0.216
H 3.889240 -3.137248 -0.094571 0.07 0.04 -0.08 0.220
H 3.324993 -2.323090 -1.552322 -0.02 -0.04 -0.05 0.214
H 1.865890 -2.383000 1.122690 -0.06 -0.01 0.10 0.202
H 1.401553 -3.242984 -0.345770 -0.03 -0.04 0.03 0.211
H 1.253561 -1.068625 -1.548047 0.04 0.01 -0.09 0.199
H 1.804419 0.003628 1.235168 -0.01 -0.05 0.00 0.201
H 0.325949 1.586065 0.846516 0.04 -0.08 -0.13 0.167
H -0.700506 -2.160794 -0.615822 0.02 0.01 -0.01 0.215
H -7.466144 0.871353 2.103274 0.03 0.01 0.00 0.241
H -7.235173 -0.866264 1.884410 0.00 -0.06 0.01 0.252
H -8.036255 0.061188 0.610858 -0.06 -0.02 0.01 0.239
```
Positions in Å, forces in eV/Å.

SMILES: CC(=O)OCC(=O)[C@@]1(O)CC[C@@H]2[C@@H]3CCC4=CC(=O)CC[C@]4(C)[C@H]3[C@@H](O)C[C@@]21C
Total charge: 0
Highest occupied orbital energy: -9.0 eV
2S+1: 1
Energy: -36656.22666 eV
Energy above the lowest of the compared OMol25 structures with the same formula, charge and spin: 2.38 kcal/mol

=====

# 3
Density functional theory data (ωB97M-V with the def2-TZVPD basis set) for a molecular structure, C23H33AlBr3Cl4F4MgN4O8PS2 at a distorted geometry.

```
84
Properties=species:S:1:pos:R:3:forces:R:3:lowdin_charge:R:1
O 0.742550 -0.948235 4.162275 1.30 0.60 -0.95 -0.212
S -0.075331 -0.657559 3.046633 -0.96 -2.04 4.02 0.560
O -1.429258 -1.046043 3.289376 -0.06 0.53 -2.35 -0.215
F 0.511299 -1.381796 1.770196 -0.85 1.65 0.73 -0.126
N -0.108607 1.041179 2.898107 0.02 1.52 -1.68 -0.327
C -0.943819 1.499957 1.748010 -0.28 -1.61 -1.73 -0.341
C -0.269074 1.396904 0.340375 -0.94 0.80 -0.70 -0.204
C -1.053152 0.515842 -0.724342 1.14 -0.29 1.25 -0.288
N -0.241025 -0.680581 -0.946849 -1.26 0.09 -0.94 -0.020
C 0.403269 -0.726908 -2.272613 0.84 0.14 -0.37 -0.153
C 1.841289 -0.157992 -2.280480 1.13 -0.25 -0.19 -0.087
C 2.905585 -1.079650 -2.366817 0.05 1.64 0.09 0.040
C 4.285006 -0.603713 -2.418421 -0.78 0.32 1.40 0.052
C 4.575286 0.837169 -2.388279 -0.35 -0.63 0.16 -0.006
C 3.549928 1.769767 -2.282214 -0.33 -1.76 -0.04 0.027
C 2.188339 1.255054 -2.234742 1.23 0.08 0.09 -0.173
O 1.195950 2.200822 -2.159176 -0.44 -0.56 0.48 -0.010
P 1.489456 1.808524 2.947299 4.12 -1.10 1.12 0.169
O 1.833358 2.044671 4.511101 -2.10 0.06 -1.21 -0.223
O 1.410509 3.280052 2.258720 -2.06 -1.37 0.55 -0.232
S 2.924178 0.788882 2.219348 -0.44 -0.03 -1.06 0.522
H -1.871283 0.873824 1.731821 0.59 0.50 0.34 0.114
H -1.316664 2.578131 1.866323 0.70 -1.62 -1.90 -0.043
H 0.772087 1.015486 0.354429 -0.54 0.15 0.25 0.086
H -0.224284 2.438186 -0.071876 0.28 -0.43 0.52 0.026
H -1.134611 1.139488 -1.688757 0.94 -2.16 0.46 -0.101
H -2.106658 0.289621 -0.424488 0.65 0.08 -0.09 0.139
H -0.824202 -1.511225 -0.853813 0.14 0.22 -0.02 0.133
H -0.180042 -0.209845 -3.068909 0.13 -0.35 0.44 0.094
H 0.477245 -1.799774 -2.554082 0.00 0.81 0.07 0.110
H 2.664640 -2.152225 -2.394157 0.40 0.56 0.06 0.138
H 5.103191 -1.336271 -2.516852 -0.51 0.58 0.05 0.136
H 5.637019 1.130917 -2.457762 -0.79 -0.08 0.13 0.138
H 3.778952 2.847922 -2.242337 -0.39 -0.67 -0.03 0.139
H 1.426327 2.864750 -1.484326 0.31 -0.01 -0.51 0.133
H 2.763899 1.750177 4.614905 -0.24 0.17 0.13 0.044
H 0.826337 3.819362 2.840242 0.35 0.60 -0.28 -0.010
N 4.157165 4.118417 5.142857 1.28 -7.14 4.81 -0.398
O 3.664383 4.983876 4.346447 1.94 6.63 -1.47 0.130
O 4.551860 4.480902 6.224906 -0.30 1.51 -1.45 0.209
O 4.209011 2.936022 4.807468 -0.12 1.23 -0.92 0.081
Al -1.946857 2.631626 -1.685817 -1.29 2.17 -0.45 0.923
C 1.004074 2.974157 -5.495173 0.17 0.15 -0.05 -1.041
Cl 0.714800 1.477000 -6.392870 0.10 -0.04 0.07 0.513
Cl -0.017954 4.286491 -6.082361 0.05 0.02 0.06 0.542
H 0.786679 2.802001 -4.447255 -0.07 -0.03 -0.07 -0.034
H 2.045402 3.258823 -5.615397 -0.07 -0.02 -0.12 0.036
F 2.481587 4.772311 3.771394 -1.81 -1.50 -0.43 0.043
C 1.702231 -4.158478 2.820753 -0.04 0.02 -0.05 -0.104
C 0.887680 -5.418229 2.546513 -0.03 0.30 0.15 -0.261
C 1.764098 -6.626126 2.207412 0.00 0.25 -0.39 -0.178
C 2.553766 -6.342040 0.989033 -0.50 -0.52 1.02 -0.238
N 3.159404 -6.112207 0.048734 0.32 0.29 -0.67 0.141
H 2.275570 -3.852028 1.942770 0.06 -0.07 0.03 0.074
H 1.045550 -3.328412 3.080998 0.07 -0.17 0.15 0.030
H 2.397737 -4.313978 3.647776 -0.01 0.06 -0.03 0.090
H 0.194803 -5.224169 1.722887 0.00 -0.13 0.01 0.108
H 0.283018 -5.650233 3.425759 0.02 -0.11 -0.06 0.112
H 1.144252 -7.506014 2.031285 0.11 -0.03 -0.05 0.119
H 2.444211 -6.851892 3.030353 0.04 0.00 -0.07 0.123
F -4.364701 1.863497 1.211828 0.27 0.09 -0.11 -0.002
C -4.955782 0.991411 2.081993 -0.34 -0.41 0.38 -0.282
C -6.129436 0.363644 1.724310 -0.10 0.08 -0.39 -0.009
C -6.717021 -0.525627 2.614336 0.22 0.05 0.17 -0.049
C -6.126812 -0.764911 3.851069 -0.07 -0.03 -0.05 -0.059
C -4.948018 -0.120828 4.196749 -0.04 -0.05 0.03 -0.055
C -4.358322 0.759056 3.301889 0.09 0.15 -0.15 -0.049
H -6.577707 0.568950 0.760313 0.00 0.01 0.03 0.123
H -7.634622 -1.031571 2.344672 0.02 0.05 -0.02 0.119
H -6.588739 -1.455245 4.544700 0.03 0.04 -0.02 0.117
H -4.489703 -0.302893 5.160201 0.01 0.01 -0.05 0.120
H -3.433122 1.270262 3.540608 0.13 0.01 0.17 0.053
F 4.529782 -0.543676 0.109812 -0.34 0.10 -1.52 -0.362
Mg -1.435902 3.149973 3.382004 -0.71 1.08 3.05 0.973
C -3.117020 1.656943 -5.695435 -0.95 0.25 -0.82 -0.953
Cl -3.732147 3.167672 -6.342372 0.08 -0.14 0.14 0.589
Cl -1.986454 1.948229 -4.337498 0.39 -0.21 0.40 0.487
H -3.949617 1.060362 -5.335104 0.14 0.04 0.20 0.048
H -2.584013 1.120119 -6.479158 0.20 0.30 0.52 -0.098
C -0.768631 -2.244614 -6.681013 0.17 -0.16 -0.17 -1.602
Br -1.488589 -2.607119 -4.919111 -0.02 0.05 -0.11 0.583
Br -0.683705 -3.833756 -7.761282 -0.09 0.25 0.19 0.641
Br -1.738170 -0.825889 -7.565542 0.14 -0.54 -0.25 0.651
H 0.248292 -1.896682 -6.544310 -0.11 0.02 0.03 -0.034
```
Positions in Å, forces in eV/Å.

Total charge: +2
Highest occupied orbital energy: -12.1 eV
2S+1: 1
Energy: -360781.53260 eV